Arrangement A

Here is an isolated molecule of C5H8OS2 from the OMol25 dataset. Energies are from ωB97M-V/def2-TZVPD.

Atoms and positions in Å:
C1 0.90208 1.42481 -1.36919
C2 0.38754 1.05904 0.06668
C3 0.30214 -1.50211 0.39706
C4 -0.84206 -1.35086 1.36486
C5 -0.90317 0.41801 -0.18061
H1 0.35545 0.40067 -2.02497
H2 0.70526 2.52278 -1.76997
H3 2.09090 1.52744 -1.44285
H4 0.48204 1.88959 0.86754
H5 0.71002 -2.61152 0.31434
H6 -0.40130 -1.37959 2.34407
H7 -1.69881 -2.20589 1.25215
H8 -1.59561 1.35190 -0.48869
O1 -1.47931 -0.12026 1.12495
S1 1.64623 -0.28481 0.61072
S2 -0.66140 -1.13919 -1.06609

Highest occupied orbital energy   -8.74 eV
LUMO   0.611 eV

Quick look at the Mulliken charges, all values in e: atom 1 (C): -0.827, atom 2 (C): -0.070, atom 3 (C): -0.111, atom 4 (C): -0.467, atom 5 (C): -0.278, atom 6 (H): 0.233, atom 7 (H): 0.281, atom 8 (H): 0.281, atom 9 (H): 0.429, atom 10 (H): 0.389, atom 11 (H): 0.344, atom 12 (H): 0.242, atom 13 (H): 0.326, atom 14 (O): -0.403, atom 15 (S): -0.152, atom 16 (S): -0.217

Arrangement B

Here is an isolated molecule of C5H8OS2 from the OMol25 dataset. Energies are from ωB97M-V/def2-TZVPD.

Atoms and positions in Å:
C1 0.43361 1.61955 0.78955
C2 -0.16010 0.36551 0.08924
C3 0.81854 -0.10275 -1.03210
C4 -2.08113 -0.85225 -0.38051
C5 -1.15423 -1.43159 0.45288
H1 -0.10965 2.68209 0.34521
H2 0.16499 1.71295 2.08557
H3 1.60294 1.54789 0.65785
H4 0.49744 -1.04220 -1.57819
H5 0.82681 0.59420 -1.98757
H6 2.54013 -1.58176 0.13214
H7 -2.90960 -1.31541 -0.72457
H8 -1.05840 -2.35372 1.06246
O1 -0.18204 -0.58963 0.93399
S1 2.57369 -0.11411 -0.31093
S2 -1.80301 0.86122 -0.53501

Highest occupied orbital energy   -8.10 eV
LUMO   0.626 eV

Quick look at the Mulliken charges, all values in e: atom 1 (C): -0.930, atom 2 (C): 1.049, atom 3 (C): -0.860, atom 4 (C): -0.453, atom 5 (C): -0.491, atom 6 (H): 0.250, atom 7 (H): 0.241, atom 8 (H): 0.215, atom 9 (H): 0.401, atom 10 (H): 0.295, atom 11 (H): 0.160, atom 12 (H): 0.562, atom 13 (H): 0.364, atom 14 (O): -0.350, atom 15 (S): -0.273, atom 16 (S): -0.181

According to the calculations, the structures order from most to least stable as arrangement A, arrangement B.